1.
Molecular formula: C2ClF3O3S
Method: DFT, ωB97M-V/def2-TZVPD

The geometry in ORCA input format:
```
! RIJCOSX wB97M-V def2-TZVPD def2/J DEFGRID3
* xyz 0 1
C -2.17 -0.14 0.19
C 1.64 0.59 0.03
O 0.57 -1.85 -0.81
O -0.96 0.27 -0.17
O -2.40 -1.15 0.76
F 2.76 0.07 0.54
F 1.75 0.86 -1.29
F 1.32 1.71 0.69
S 0.30 -0.91 0.25
Cl -3.37 0.91 -0.40
*
```

The total energy is -39725.498 eV. The value obtained for the molar mass is 196.53 g/mol. The value obtained for the energy above the lowest of the compared OMol25 structures with the same formula, charge and spin is 12.7 kcal per mole. The gap between HOMO and LUMO comes out at 11.0 eV. For the HOMO energy, the calculation gives -11.04 eV.

Here are the natural (NBO) charges for atoms 1 to 2, given in e:
1. C 0.711
2. C 0.812

---

2.
Molecular formula: C2ClF5
Method: DFT, ωB97M-V/def2-TZVPD

The geometry in ORCA input format:
```
! RIJCOSX wB97M-V def2-TZVPD def2/J DEFGRID3
* xyz 0 1
C -0.41 0.22 -0.70
C 0.28 -0.02 0.69
F 0.13 1.33 -1.20
F -1.70 0.51 -0.43
F -0.28 -0.78 -1.50
F -0.48 -0.07 1.76
F 0.65 -1.90 0.43
Cl 1.81 0.71 0.96
*
```

The total energy is -28181.704 eV. The value obtained for the molar mass is 154.47 g/mol. The value obtained for the energy above the lowest of the compared OMol25 structures with the same formula, charge and spin is 54.5 kcal per mole. The gap between HOMO and LUMO comes out at 11.3 eV. For the HOMO energy, the calculation gives -12.34 eV.

Here are the natural (NBO) charges for atoms 1 to 2, given in e:
1. C 0.915
2. C 0.568

---

3.
Molecular formula: C2ClNO2
Method: DFT, ωB97M-V/def2-TZVPD

The geometry in ORCA input format:
```
! RIJCOSX wB97M-V def2-TZVPD def2/J DEFGRID3
* xyz 0 1
C 1.04 0.09 -0.41
C -1.41 -1.79 0.52
N 0.78 1.26 -0.46
O 1.40 -0.98 -0.68
O -2.14 -0.91 0.35
Cl 0.33 2.35 0.68
*
```

The total energy is -20179.443 eV. The value obtained for the molar mass is 105.48 g/mol. The value obtained for the energy above the lowest of the compared OMol25 structures with the same formula, charge and spin is 34.0 kcal per mole. The gap between HOMO and LUMO comes out at 10.7 eV. For the HOMO energy, the calculation gives -10.54 eV.

Here are the natural (NBO) charges for atoms 1 to 2, given in e:
1. C 0.840
2. C 0.515